# 1
Entry from the Open Molecules 2025 dataset: a structure of composition C34H51Cl5EuN4O3P3S2 (wB97M-V/def2-TZVPD).

As for the spin multiplicity: 7. Its total energy is -6602.62250 a.u. The gap between HOMO and LUMO (alpha / beta) is 2.30 / 3.32 eV. Its expectation value of S² is 12.059. The charge is 0.

The geometry in XYZ format:
```
103
C34H51Cl5EuN4O3P3S2 wB97M-V/def2-TZVPD
Eu -0.41294 0.51633 0.54772
C -3.03078 -2.86868 4.17930
C -1.73286 -2.09037 4.07647
O -1.93221 -0.69800 4.32878
P -2.12364 0.42108 3.18436
S -0.49139 1.56257 3.07715
S -2.81220 -0.43156 1.51302
O -3.32264 1.30938 3.76570
C -3.26428 1.80367 5.11744
C -2.94213 3.28596 5.18986
H -2.81637 -3.91905 4.00825
H -3.73894 -2.52547 3.42988
H -3.48207 -2.74650 5.15999
H -1.30344 -2.22897 3.07559
H -1.01001 -2.42818 4.82537
H -2.52046 1.23386 5.67491
H -4.24999 1.59782 5.54021
H -2.04333 3.51825 4.62459
H -2.76973 3.54196 6.23092
H -3.76058 3.89188 4.81164
Cl 5.15095 5.23578 -0.59342
C 4.04650 3.92064 -0.62468
C 2.72728 4.10108 -0.21834
Cl 2.18070 5.63814 0.30769
C 1.86353 3.02134 -0.24060
Cl 0.23059 3.17515 0.27840
C 2.23980 1.71976 -0.64210
O 1.40859 0.74626 -0.60706
C 3.58298 1.59252 -1.07612
Cl 4.11030 0.04994 -1.62068
C 4.46398 2.65925 -1.05724
Cl 6.08704 2.42972 -1.56033
C -1.14023 -2.61527 -2.06723
P -0.17984 -1.04369 -1.91747
C 1.43771 -1.86405 -1.58737
N 2.11018 -2.25293 -2.64104
C 3.30465 -2.86158 -2.49201
C 4.08391 -3.20298 -3.60977
C 5.31113 -3.78616 -3.42233
C 5.78754 -4.07540 -2.13670
C 5.03692 -3.78040 -1.02912
C 3.78832 -3.15737 -1.18942
N 3.04042 -2.82398 -0.12182
C 1.92389 -2.15845 -0.29242
P 1.03420 -1.82488 1.27596
C 0.65210 -3.58833 1.63617
C 2.38062 -1.41891 2.54747
C 1.67815 -1.25937 3.90042
C 2.94546 -0.06675 2.10359
C 3.49735 -2.44931 2.69494
C -0.06279 -0.46420 -3.72989
C -1.46403 -0.02178 -4.16031
C 0.42891 -1.49140 -4.74771
C 0.88098 0.73775 -3.72032
H -0.61710 -3.32329 -2.70898
H -2.14122 -2.42552 -2.45094
H -1.23521 -3.03220 -1.06227
H 3.71294 -2.97893 -4.59727
H 5.92609 -4.02518 -4.27483
H 6.75834 -4.53161 -2.02292
H 5.38994 -3.99345 -0.03306
H 1.50518 -4.19048 1.32400
H -0.23053 -3.88692 1.06900
H 0.45638 -3.73465 2.69513
H 0.81811 -0.59396 3.82394
H 2.37131 -0.82083 4.61696
H 1.35539 -2.22124 4.29608
H 2.14086 0.68028 2.01994
H 3.43405 -0.17102 1.13608
H 3.67625 0.30615 2.82072
H 3.11130 -3.40337 3.04852
H 4.21691 -2.08708 3.42791
H 4.01258 -2.60919 1.75419
H -2.16270 -0.85570 -4.14605
H -1.42786 0.36634 -5.17789
H -1.83259 0.77050 -3.51506
H -0.17515 -2.39403 -4.74778
H 1.45638 -1.76192 -4.54590
H 0.37603 -1.05539 -5.74382
H 0.57294 1.47644 -2.97882
H 0.91650 1.21294 -4.69937
H 1.88238 0.40678 -3.46036
C -4.90179 1.80042 -1.73531
C -3.60119 1.11073 -1.27549
N -2.65190 2.08999 -0.75325
C -2.26669 3.02636 -1.80566
C -3.52263 3.64936 -2.45922
N -4.69508 3.26500 -1.63848
C -4.48643 3.64811 -0.22029
C -3.28659 2.83955 0.32582
H -5.74747 1.52913 -1.10215
H -5.14522 1.54442 -2.76761
H -3.12810 0.56669 -2.09224
H -3.81390 0.38758 -0.48564
H -1.66577 2.50053 -2.55104
H -1.63811 3.80356 -1.36750
H -3.67580 3.27074 -3.47163
H -3.45542 4.73730 -2.50948
H -5.52605 3.74700 -1.99237
H -5.39675 3.42638 0.33928
H -4.30508 4.72290 -0.17264
H -3.61549 2.13439 1.09361
H -2.54982 3.51026 0.77380
```

Here are the Löwdin charges for atoms 1 to 4, given in e: atom 1 (Eu): 0.841, atom 2 (C): -0.074, atom 3 (C): -0.322, atom 4 (O): -0.337

---

# 2
Entry from the Open Molecules 2025 dataset: a cluster of 13 separate species, C34H51F9N8O12 in total (wB97M-V/def2-TZVPD).

As for the spin multiplicity: 2. Its total energy is -3565.37229 a.u. The gap between HOMO and LUMO (alpha / beta) is 6.58 / 1.97 eV. Its expectation value of S² is 0.758. The charge is +1.

The geometry in XYZ format:
```
114
C34H51F9N8O12 wB97M-V/def2-TZVPD
C -1.88212 -4.05478 1.30937
C -1.96303 -4.94497 0.01322
O -2.34541 -4.10047 -1.05410
C -2.59747 -4.68532 -2.22972
O -2.45879 -5.87945 -2.54255
C -3.13900 -3.69915 -3.22190
F -4.33701 -4.15164 -3.53169
F -3.23402 -2.38417 -2.70855
F -2.30299 -3.70641 -4.27134
H -2.91043 -3.73640 1.48058
H -1.36124 -3.11461 1.12812
H -1.46921 -4.56078 2.18205
H -2.55285 -5.84242 0.19972
H -0.97380 -5.35892 -0.18215
C -4.19803 2.76140 2.66122
C -3.70785 2.49409 1.25219
O -4.22698 1.25187 0.74884
C -5.50994 1.05821 0.32646
O -6.39923 1.93328 0.48651
C -5.72949 -0.23432 -0.44485
F -6.10193 -0.02770 -1.64739
F -4.56762 -0.89955 -0.48030
F -6.64673 -0.91034 0.28095
H -4.04007 3.76906 3.04563
H -3.84050 2.02696 3.38294
H -5.27932 2.62519 2.68037
H -2.62269 2.39343 1.27234
H -3.88938 3.28905 0.52887
C 2.49948 -3.73008 -6.25476
C 2.26099 -4.64536 -5.08565
O 1.74755 -3.98371 -3.95445
C 2.51238 -3.20140 -3.14138
O 3.75747 -3.15832 -3.13050
C 1.62539 -2.46119 -2.09445
F 2.28742 -2.43276 -0.95423
F 1.60784 -1.17008 -2.43908
F 0.34231 -2.89746 -1.99872
H 2.75546 -4.27441 -7.16376
H 3.45813 -3.23169 -6.11088
H 1.70639 -3.01925 -6.48680
H 3.22882 -5.12404 -4.93645
H 1.63626 -5.50760 -5.31880
C -0.05693 -0.33817 -5.64064
O -1.17153 0.52625 -5.49425
C -1.45141 1.03615 -4.31879
O -0.94641 0.69486 -3.26280
O -2.38937 1.95393 -4.48676
C -3.15812 2.43254 -3.39417
H 0.88054 0.16238 -5.88292
H -0.32280 -0.93681 -6.51186
H 0.14100 -0.95697 -4.76542
H -3.21413 3.51564 -3.50308
H -2.75015 2.26788 -2.39690
H -4.16855 2.02376 -3.38722
C 2.78283 1.18499 2.04301
O 2.04188 0.37288 1.18809
C 0.76813 0.50004 1.06228
O 0.03020 1.32505 1.63674
O 0.39029 -0.29989 0.09264
C -0.99662 -0.29275 -0.34319
H 3.35629 1.84292 1.39004
H 3.52485 0.55363 2.53177
H 2.13150 1.63787 2.79052
H -1.12498 -0.84418 -1.27461
H -1.30468 0.73427 -0.53923
H -1.70265 -0.79823 0.31568
C -5.48308 -0.76918 3.93362
C -4.38721 -1.09000 3.02443
N -3.53982 -1.33564 2.30020
H -5.92844 0.18905 3.66615
H -5.12198 -0.76120 4.96204
H -6.28203 -1.50450 3.83835
C 6.55730 2.68921 1.11059
C 7.40549 3.66076 0.42549
N 8.14759 4.34422 -0.10788
H 6.10711 3.07914 2.02348
H 7.08370 1.79345 1.44017
H 5.77779 2.41671 0.39909
C 0.84922 4.65888 0.08373
C -0.57653 4.61942 -0.38539
N -1.68839 4.66095 -0.69353
H 1.68978 4.38426 -0.55356
H 0.86277 4.01590 0.96378
H 1.13438 5.70040 0.23208
C 5.07548 -1.47077 -0.19641
C 4.89961 -2.73897 0.64207
N 4.75789 -3.65694 1.25663
H 6.09121 -1.07587 -0.21761
H 4.41220 -0.71786 0.22937
H 4.69207 -1.78948 -1.16570
C -1.28894 -0.62316 3.90322
C -0.11657 0.07350 4.36508
N 0.85355 0.58223 4.79415
H -1.31627 -1.44850 4.61467
H -1.11954 -0.89468 2.86126
H -2.17357 0.01148 3.85068
C 0.09744 4.10367 4.32862
C 0.53933 4.83897 5.58072
N 0.83537 5.36753 6.53882
H -0.92379 4.30306 4.00391
H 0.39636 3.05554 4.34162
H 0.64847 4.50805 3.47954
C 3.88719 1.04996 6.08650
C 4.72557 0.92548 4.94748
N 5.33587 0.85033 3.96193
H 4.55684 1.03401 6.94640
H 3.15727 0.24098 6.11590
H 3.38697 2.01840 6.08679
C 1.83956 1.77681 -2.49412
C 3.08945 1.57925 -1.78595
N 4.08057 1.34242 -1.22822
H 1.51677 2.81730 -2.52976
H 1.09056 1.17056 -1.98465
H 1.93747 1.24332 -3.43959
```

Here are the Löwdin charges for atoms 1 to 4, given in e: atom 1 (C): -0.047, atom 2 (C): -0.192, atom 3 (O): 0.018, atom 4 (C): -0.361

---

# 3
Entry from the Open Molecules 2025 dataset: a structure of composition C34H52AgN4O2P (wB97M-V/def2-TZVPD).

As for the spin multiplicity: 1. Its total energy is -2184.45746 a.u. The gap between HOMO and LUMO (alpha / beta) is 5.72 / 5.63 eV. The charge is 0.

The geometry in XYZ format:
```
94
C34H52AgN4O2P wB97M-V/def2-TZVPD
Ag 13.44746 12.71354 5.61005
C 9.14685 19.25674 3.87335
C 9.80195 18.87553 5.20720
C 10.93358 19.80611 5.42097
C 8.80784 18.90346 6.39124
C 10.28456 17.41462 5.06431
C 11.56616 17.07544 5.50016
C 12.08863 15.75968 5.25859
N 13.28910 15.32466 5.68357
C 14.49475 15.91299 5.65156
C 14.83900 17.23454 5.41732
C 16.16009 17.67232 5.28247
C 17.16644 16.70409 5.34063
C 16.96990 15.32179 5.53983
C 15.60659 14.90946 5.85878
O 15.36682 13.71316 6.16099
C 18.17427 14.45730 5.74537
C 17.96874 13.19177 6.64413
C 18.56110 14.03911 4.28946
C 19.41069 15.32500 6.14752
C 16.57720 19.16395 5.09264
C 17.48002 19.20601 3.79022
C 15.38544 20.06566 4.99899
C 17.46855 19.50829 6.30871
C 11.20646 14.65955 4.74662
O 11.74172 13.57268 4.39404
C 9.77062 15.05288 4.65901
C 9.40527 16.37948 4.63280
C 8.74552 13.98798 4.78333
C 7.32102 14.58822 4.88567
C 9.05689 13.25295 6.09217
C 8.80836 13.01537 3.58329
H 9.14362 20.37168 3.78103
H 8.12710 18.86661 3.73534
H 9.78932 18.92849 3.03866
H 10.58488 20.80324 5.57809
H 11.64243 19.81245 4.57420
H 11.60571 19.55657 6.23120
H 8.56426 19.94569 6.53538
H 9.25544 18.39558 7.22525
H 7.87918 18.33871 6.14935
H 12.10962 17.74108 6.16615
H 14.08328 17.96431 5.39826
H 18.16809 16.99920 5.33244
H 17.13083 12.55703 6.23266
H 17.64332 13.46996 7.69122
H 18.90517 12.61016 6.79764
H 17.72652 13.50253 3.78134
H 19.48208 13.43603 4.33948
H 18.81193 14.91995 3.73654
H 19.21874 15.89024 7.03952
H 19.74655 16.03765 5.32474
H 20.23224 14.72014 6.40347
H 16.98011 18.78176 2.89612
H 18.46553 18.77513 4.07744
H 17.71927 20.26525 3.67282
H 14.59911 19.62317 4.40756
H 15.60062 21.06643 4.61573
H 14.91664 20.26461 5.97511
H 18.45383 19.03760 6.30666
H 16.96540 19.29642 7.26481
H 17.64542 20.63250 6.21290
H 8.42671 16.71980 4.29612
H 7.25747 15.42418 5.61485
H 6.65804 13.80620 5.26442
H 7.00779 14.96208 3.91481
H 8.95930 13.98168 6.94654
H 10.06707 12.88622 6.11207
H 8.38232 12.38419 6.14109
H 8.74244 13.61236 2.61591
H 8.02284 12.24576 3.79017
H 9.78395 12.50081 3.58061
C 13.70558 7.83636 3.65976
N 13.03163 7.80202 4.91900
C 13.83138 7.22105 5.94087
N 15.13500 7.90120 6.05681
C 15.81684 7.85470 4.74533
N 15.00600 8.53879 3.70225
C 14.85436 9.98086 3.96673
P 13.88846 10.36204 5.46218
C 12.55050 9.15832 5.23081
C 14.98811 9.28565 6.46186
H 12.99290 8.25642 2.92112
H 13.89128 6.75313 3.43313
H 14.00972 6.17385 5.64324
H 13.22569 7.27727 6.83785
H 15.96948 6.78095 4.57369
H 16.85975 8.18504 4.81030
H 14.35511 10.39742 3.10434
H 15.84874 10.36590 3.91960
H 11.80467 9.46236 4.45391
H 11.89485 9.18258 6.15245
H 14.55882 9.29228 7.49832
H 15.98289 9.76101 6.56658
```

Here are the Löwdin charges for atoms 1 to 4, given in e: atom 1 (Ag): 0.653, atom 2 (C): -0.052, atom 3 (C): -0.574, atom 4 (C): -0.086

---

# 4
Entry from the Open Molecules 2025 dataset: the ion C34H52BrIN3O2 with charge +1 (wB97M-V/def2-TZVPD).

As for the spin multiplicity: 1. Its total energy is -4512.51240 a.u. The gap between HOMO and LUMO is 6.80 eV. The charge is +1.

The geometry in XYZ format:
```
93
C34H52BrIN3O2 wB97M-V/def2-TZVPD
C -0.78800 1.75276 4.45400
C -0.30204 0.71475 3.30453
C -1.53819 -0.32221 3.00031
Br -1.29485 -2.07190 3.97601
C -1.67452 -0.49668 1.42134
C -0.47246 -1.17059 0.66249
C 0.84477 -1.74053 1.34580
C 0.77261 -3.36211 1.45515
C -0.53344 -4.18645 1.37790
C -0.38499 -5.74295 1.55635
C 0.99490 -6.42691 1.81919
C 2.31580 -5.58819 1.87342
C 2.17016 -4.05307 1.69464
C 3.54687 -3.19737 1.77029
C -0.51386 -1.33179 -0.91256
C 0.74121 -1.98227 -1.69638
C 1.67840 -0.85403 -2.36072
C 1.72747 0.51811 -1.51530
C 2.94577 1.45336 -1.99248
C 4.37433 1.03267 -1.37888
C 4.44748 1.13604 0.22309
O 5.84222 0.84980 0.60005
C 6.09114 1.28318 1.94142
C 6.35790 0.17104 3.08815
O 6.11244 2.50693 2.26403
C -1.78664 -0.82569 -1.63431
C -1.85803 -1.00639 -3.22761
C -2.80207 -2.26692 -3.66074
N -2.41348 -3.51916 -3.62325
C -2.94392 -0.16758 -0.78961
C -4.16819 0.34770 -1.67022
C -3.86982 1.66875 -2.55006
C -2.54159 2.47533 -2.16153
C -2.23911 3.48744 -3.41297
C -0.69267 3.95939 -3.36955
N -0.50026 5.19030 -2.51594
N -2.85750 -0.05254 0.66867
C -4.06125 0.55070 1.31972
C -4.18661 2.15171 1.09534
C -3.15027 2.96311 2.00820
I -6.20014 2.65876 1.87359
H -0.15031 2.70363 4.47567
H -1.88392 2.06192 4.34424
H -0.67756 1.24640 5.48578
H 0.51829 0.07531 3.81146
H 0.06372 1.24633 2.36293
H -2.42848 0.15657 3.52276
H 1.05467 -1.37726 2.40272
H 1.78268 -1.48796 0.71938
H -1.52330 -3.65731 1.20157
H -1.30848 -6.40770 1.53605
H 1.08106 -7.54965 1.97989
H 3.33269 -6.06816 2.07014
H 3.60659 -2.52797 0.82642
H 3.59006 -2.58329 2.73231
H 4.47200 -3.88728 1.69377
H 0.26739 -2.56595 -2.57584
H 1.30643 -2.75548 -1.07859
H 1.19097 -0.57808 -3.37538
H 2.72688 -1.23275 -2.60190
H 0.75224 1.08656 -1.74293
H 1.83009 0.32074 -0.39281
H 3.04768 1.43178 -3.13578
H 2.76477 2.56465 -1.72240
H 4.69909 -0.02173 -1.69986
H 5.16181 1.76101 -1.79600
H 4.19369 2.17094 0.63426
H 3.79415 0.33572 0.72706
H 7.11814 0.65958 3.80449
H 5.39332 -0.13560 3.61466
H 6.85111 -0.72439 2.56905
H -0.83817 -1.20761 -3.71125
H -2.29797 -0.10118 -3.77536
H -3.86150 -1.99657 -4.02752
H -1.44465 -3.54481 -3.26225
H -4.38786 -0.49869 -2.42959
H -5.14363 0.52207 -1.11285
H -3.79951 1.36974 -3.64829
H -4.76403 2.39099 -2.46355
H -2.62862 3.15010 -1.24457
H -1.59744 1.84402 -2.05423
H -2.32673 2.81504 -4.35184
H -2.95747 4.37254 -3.45187
H 0.01580 3.12796 -3.02813
H -0.36029 4.26173 -4.43666
H -1.45207 5.46534 -2.23064
H 0.08783 4.95922 -1.70257
H -4.14491 0.38399 2.44227
H -4.96978 -0.01357 0.87602
H -4.21527 2.45987 0.00029
H -2.10243 2.47149 2.07336
H -3.55013 2.93507 3.09527
H -3.07818 4.06620 1.72928
```

Here are the Löwdin charges for atoms 1 to 4, given in e: atom 1 (C): -0.113, atom 2 (C): -0.254, atom 3 (C): -0.580, atom 4 (Br): 0.748